(1)
Here is C30H78Na2O10 as an isolated structure from the OMol25 dataset. Energies are from the ωB97M-V functional and the def2-TZVPD basis.

ORCA input file:
```
! RIJCOSX wB97M-V def2-TZVPD def2/J DEFGRID3
* xyz 0 1
Na -0.13 -1.55 -3.10
Na 0.45 0.50 -0.19
C 1.15 -4.19 0.57
C 1.34 -2.67 0.25
C 2.56 -2.44 -0.61
O 0.18 -2.11 -0.37
H 0.20 -4.40 1.07
H 1.97 -4.60 1.17
H 1.08 -4.74 -0.36
H 1.54 -2.21 1.21
H 2.45 -2.93 -1.58
H 3.47 -2.83 -0.16
H 2.75 -1.37 -0.72
C -0.40 3.47 -2.42
C -0.53 2.27 -3.33
C -0.03 2.55 -4.73
O -0.06 1.07 -2.83
H -1.14 4.20 -2.74
H 0.57 3.93 -2.61
H -0.49 3.31 -1.34
H -1.60 2.06 -3.38
H -0.14 1.67 -5.35
H 0.99 2.94 -4.74
H -0.67 3.29 -5.22
C -2.03 -5.38 -3.70
C -1.56 -4.91 -2.30
C -1.20 -6.06 -1.35
O -0.43 -4.11 -2.46
H -2.99 -5.89 -3.56
H -1.36 -6.11 -4.16
H -2.13 -4.55 -4.40
H -2.31 -4.29 -1.79
H -1.13 -5.87 -0.28
H -0.24 -6.50 -1.64
H -1.91 -6.88 -1.49
H -0.33 -3.85 -1.54
C 4.73 1.22 -0.63
C 3.66 1.70 -1.65
C 3.56 0.90 -2.98
O 2.37 1.49 -1.19
H 4.78 1.76 0.32
H 5.68 1.23 -1.15
H 4.53 0.20 -0.29
H 3.76 2.78 -1.75
H 4.58 0.86 -3.37
H 2.87 1.24 -3.75
H 3.37 -0.16 -2.78
H 1.77 1.64 -1.93
C 2.88 4.60 0.97
C 4.00 5.44 1.57
C 4.64 4.81 2.76
O 4.96 5.70 0.59
H 3.28 3.73 0.45
H 2.32 5.22 0.26
H 2.16 4.24 1.70
H 3.67 6.45 1.83
H 3.87 4.45 3.45
H 5.17 5.52 3.40
H 5.39 4.08 2.46
H 4.46 6.07 -0.15
C -4.07 -1.56 2.45
C -3.10 -2.19 1.41
C -3.49 -2.07 -0.02
O -1.90 -1.44 1.49
H -3.96 -0.48 2.45
H -4.03 -1.93 3.48
H -5.08 -1.76 2.11
H -2.85 -3.20 1.73
H -3.81 -1.05 -0.25
H -4.35 -2.70 -0.23
H -2.71 -2.35 -0.72
H -1.25 -1.77 0.87
C -3.58 2.21 1.70
C -2.16 2.48 1.22
C -1.35 3.25 2.30
O -1.62 1.24 0.89
H -4.11 1.69 0.90
H -4.01 3.20 1.84
H -3.62 1.64 2.63
H -2.16 3.19 0.39
H -1.83 4.22 2.36
H -0.28 3.31 2.11
H -1.46 2.72 3.25
H -1.88 0.55 1.50
C 1.90 2.07 3.94
C 2.25 1.26 2.73
C 3.15 0.01 3.03
O 1.05 0.74 2.24
H 2.78 2.60 4.30
H 1.59 1.39 4.74
H 1.05 2.74 3.82
H 2.66 1.82 1.89
H 4.04 0.15 3.65
H 3.42 -0.51 2.11
H 2.56 -0.65 3.66
H 0.55 0.27 2.92
C -3.72 -1.46 -5.77
C -3.13 -0.23 -5.20
C -4.11 0.86 -4.85
O -2.41 -0.56 -4.02
H -4.65 -1.73 -5.26
H -2.98 -2.25 -5.69
H -3.85 -1.39 -6.85
H -2.43 0.05 -5.99
H -3.81 1.90 -5.02
H -4.67 0.75 -3.93
H -4.94 0.77 -5.56
H -1.99 0.26 -3.75
C 0.47 -2.66 4.53
C -0.85 -1.79 4.61
C -1.11 -1.37 6.07
O -0.62 -0.70 3.75
H 0.40 -3.58 5.11
H 1.35 -2.12 4.89
H 0.64 -2.86 3.47
H -1.73 -2.33 4.24
H -1.36 -2.17 6.76
H -1.96 -0.69 6.17
H -0.28 -0.81 6.51
H -0.95 -0.97 2.89
*
```

Results
HOMO (eV): -7.6
Orbital gap (hartree): 0.283
Lowest unoccupied orbital energy (eV): 0.128
Molar mass (g/mol): 644.924
Energy (eV): -61684.186

Löwdin atomic charge list, values in e, 5 entries:
1. Na 0.557
2. Na 0.387
3. C -0.060
4. C -0.569
5. C -0.062

=====

(2)
Here is C30H79CrO28S9 as an isolated structure from the OMol25 dataset. Energies are from the ωB97M-V functional and the def2-TZVPD basis.

ORCA input file:
```
! RIJCOSX wB97M-V def2-TZVPD def2/J DEFGRID3
* xyz 1 5
Cr 3.90 3.07 0.27
C 1.31 -0.23 -0.85
C 1.56 0.74 0.31
C 2.08 -0.08 1.52
O 2.23 1.89 -0.06
H 2.24 -0.55 -1.34
H 0.69 0.24 -1.62
H 0.75 -1.12 -0.53
H 0.55 1.03 0.63
H 1.32 -0.69 2.01
H 2.43 0.49 2.39
H 2.94 -0.69 1.23
O 0.20 -0.18 -5.82
S -0.88 0.50 -5.13
O -1.23 0.17 -3.78
O -0.72 2.13 -5.16
C -0.11 2.77 -6.28
C -0.22 4.30 -6.12
C -2.31 0.40 -6.22
H -0.56 2.55 -7.24
H 0.95 2.48 -6.29
H -1.16 4.51 -6.62
H 0.48 4.89 -6.71
H -0.16 4.67 -5.11
H -3.10 1.02 -5.80
H -2.60 -0.64 -6.34
H -1.98 0.74 -7.20
O 2.36 4.88 0.70
S 0.98 5.19 1.01
O -0.04 5.46 0.05
O 0.45 3.95 1.90
C -0.95 3.67 1.95
C -1.11 2.54 2.95
C 0.95 6.50 2.22
H -1.36 3.38 0.98
H -1.52 4.55 2.26
H -0.79 2.85 3.94
H -0.59 1.68 2.53
H -2.19 2.37 3.08
H 0.93 7.45 1.69
H 1.82 6.40 2.88
H 0.09 6.36 2.87
O 0.28 -3.98 3.08
S -0.05 -5.08 2.17
O -1.40 -5.37 1.80
O 0.81 -4.90 0.80
C 2.06 -4.26 0.85
C 3.02 -4.79 -0.21
C 0.71 -6.55 2.78
H 2.50 -4.37 1.85
H 1.99 -3.17 0.72
H 3.24 -5.83 -0.01
H 3.88 -4.16 -0.36
H 2.35 -4.80 -1.08
H 0.30 -6.81 3.76
H 1.76 -6.36 2.96
H 0.61 -7.34 2.04
O 3.51 4.19 -1.70
S 2.74 4.30 -2.92
O 2.84 5.52 -3.66
O 3.11 3.10 -3.94
C 2.88 1.76 -3.51
C 3.48 0.79 -4.49
C 0.98 3.91 -2.59
H 1.89 1.46 -3.18
H 3.44 1.64 -2.58
H 4.54 0.98 -4.63
H 2.92 0.92 -5.43
H 3.28 -0.23 -4.15
H 1.04 3.19 -1.78
H 0.62 3.48 -3.53
H 0.44 4.84 -2.40
O 7.28 0.06 0.87
S 5.87 0.08 1.14
O 5.07 1.29 1.13
O 5.14 -1.02 0.15
C 5.21 -0.76 -1.26
C 4.84 -2.00 -2.09
C 5.50 -0.68 2.73
H 6.19 -0.36 -1.53
H 4.43 -0.02 -1.43
H 4.63 -1.72 -3.12
H 3.91 -2.43 -1.72
H 5.63 -2.74 -2.18
H 4.45 -0.96 2.86
H 5.74 0.04 3.50
H 6.07 -1.60 2.86
O -3.15 -2.53 4.49
S -4.01 -1.37 4.33
O -3.72 -0.18 5.09
O -3.98 -0.90 2.79
C -3.53 -1.78 1.75
C -2.03 -1.93 1.76
C -5.76 -1.81 4.44
H -3.79 -1.33 0.79
H -4.05 -2.74 1.73
H -1.48 -0.99 1.79
H -1.76 -2.51 0.87
H -1.68 -2.54 2.59
H -6.06 -2.54 3.70
H -6.39 -0.93 4.39
H -5.88 -2.28 5.42
O -3.82 2.40 0.95
S -3.77 1.54 -0.21
O -4.52 0.31 -0.27
O -4.07 2.43 -1.57
C -3.52 3.73 -1.73
C -3.44 3.91 -3.27
C -2.06 1.08 -0.55
H -2.52 3.74 -1.30
H -4.16 4.49 -1.28
H -2.89 3.06 -3.66
H -3.01 4.87 -3.56
H -4.46 3.79 -3.65
H -2.12 0.06 -0.92
H -1.55 1.17 0.40
H -1.69 1.79 -1.29
O -1.45 -2.49 -1.21
S -1.27 -3.36 -2.33
O -1.36 -4.79 -2.19
O -2.34 -2.86 -3.47
C -3.71 -2.89 -3.07
C -4.22 -1.46 -3.07
C 0.24 -2.91 -3.25
H -4.02 -3.35 -2.13
H -4.18 -3.45 -3.89
H -5.13 -1.36 -2.48
H -4.40 -1.07 -4.08
H -3.50 -0.80 -2.58
H 0.55 -1.89 -3.07
H -0.01 -3.00 -4.31
H 1.06 -3.60 -3.05
O -0.05 1.12 6.39
S 0.22 -0.29 6.29
O 1.55 -0.78 6.63
O -0.87 -0.99 7.23
C -0.64 -2.33 7.65
C -1.64 -2.68 8.76
C -0.27 -0.90 4.67
H 0.39 -2.52 7.95
H -0.86 -2.98 6.80
H -2.61 -2.62 8.26
H -1.51 -1.98 9.58
H -1.47 -3.68 9.17
H 0.48 -0.65 3.93
H -1.23 -0.42 4.46
H -0.27 -1.99 4.68
*
```

Results
HOMO (alpha / beta) (eV): -11.7 / -11.8
Orbital gap (alpha / beta) (hartree): 0.281 / 0.306
Lowest unoccupied orbital energy (alpha / beta) (eV): -4.005 / -3.509
Molar mass (g/mol): 1228.533
Relative energy (zero: lowest compared OMol25 entry of this formula, charge and spin) (kJ/mol): 40.20
Energy (eV): -215648.863
<S²>: 6.03

Löwdin atomic charge list, values in e, 5 entries:
1. Cr 1.065
2. C -0.040
3. C -0.529
4. C -0.045
5. O -0.299